(1)
{
  "formula": "C6H6O",
  "method": "ωB97M-V/def2-TZVPD",
  "mol_weight_g_mol": 94.11,
  "largest_force_ev_per_a": 0.8,
  "smiles": "C#CC=C=CCO",
  "homo_lumo_gap_ev": 10.031,
  "species": ["C", "C", "C", "C", "C", "C", "O", "H", "H", "H", "H", "H", "H"],
  "xyz": [[-0.823, 1.350, 2.884], [-0.176, 1.358, 1.866], [0.542, 1.351, 0.632], [0.952, 0.229, 0.086], [1.079, -0.877, -0.591], [-0.104, -1.223, -1.478], [-0.494, -2.576, -1.452], [-1.388, 1.333, 3.784], [0.691, 2.292, 0.107], [1.971, -1.501, -0.607], [-0.935, -0.573, -1.183], [0.156, -0.977, -2.511], [-1.146, -2.665, -0.747]],
  "atomic_forces_ev_per_a": [[0.4, 0.0, -0.6], [-0.4, 0.0, 0.7], [0.1, -0.1, -0.1], [0.0, -0.1, -0.1], [-0.1, 0.2, 0.1], [0.0, 0.3, -0.2], [-0.1, -0.1, 0.2], [0.0, 0.0, 0.0], [0.1, -0.1, 0.1], [-0.2, 0.1, 0.1], [0.1, 0.0, -0.2], [0.0, -0.1, 0.0], [0.2, -0.2, -0.1]]
}

---

(2)
{
  "formula": "C6H6O",
  "method": "ωB97M-V/def2-TZVPD",
  "mol_weight_g_mol": 94.11,
  "largest_force_ev_per_a": 1.5,
  "smiles": "O=C=CC1=CCC1",
  "homo_lumo_gap_ev": 9.075,
  "species": ["O", "C", "C", "C", "C", "C", "C", "H", "H", "H", "H", "H", "H"],
  "xyz": [[-4.057, 0.012, -0.169], [-2.914, -0.097, 0.008], [-1.643, -0.322, 0.252], [-0.263, 0.199, 0.089], [0.581, 1.265, 0.089], [1.809, 0.451, -0.172], [0.881, -0.783, -0.102], [-1.581, -1.349, 0.625], [0.443, 2.324, 0.203], [2.586, 0.500, 0.589], [2.251, 0.619, -1.158], [1.074, -1.433, 0.752], [0.831, -1.386, -1.006]],
  "atomic_forces_ev_per_a": [[0.5, 0.0, 0.1], [0.0, 0.8, -0.2], [0.6, -0.5, 0.3], [0.3, 0.1, -0.1], [-1.4, -0.5, 0.0], [0.2, 0.1, -0.1], [0.0, -0.1, -0.1], [-0.2, 0.0, 0.0], [-0.1, 0.3, 0.0], [0.1, 0.0, 0.0], [0.1, 0.0, 0.1], [0.0, -0.1, 0.1], [0.0, -0.1, -0.1]]
}

---

So what do the calculations give for energy relative to the best compared isomer or geometry (same formula, charge and spin)? Going down the list: 367.61 248.62 kJ/mol.
So what do the calculations give for HOMO level? Going down the list: -9.16 -8.39 eV.
So what do the calculations give for LUMO energy? Going down the list: 0.9 0.7 eV.